An isolated molecule of C17H27NO4Si in a non-equilibrium geometry. Source: the Open Molecules 2025 dataset; level of theory: the ωB97M-V functional and the def2-TZVPD basis.

Values from the calculation:
Structure (SMILES) ... C[Si](C)(/C=C/CN1C[C@H](O)[C@@H](O)[C@H](O)[C@H]1CO)c1ccccc1
Molar mass ... 337.49 g mol⁻¹
Electronic energy ... -1309.1404 a.u.
Gap between HOMO and LUMO ... 8.24 eV
ΔE to the lowest compared entry with this formula, charge and spin ... 15.1 kJ/mol
Highest occupied orbital energy ... -7.791 eV

Geometry as ORCA input:
```
! RIJCOSX wB97M-V def2-TZVPD def2/J DEFGRID3
* xyz 0 1
C 1.12326 -2.55707 -2.85058
Si -0.31427 -2.48597 -1.56353
C -1.58533 -3.78443 -2.06407
C -1.10540 -0.82511 -1.54531
C -1.62049 -0.20773 -0.51175
C -2.23915 1.14118 -0.65070
N -1.35608 2.19193 -0.10426
C -0.55861 2.93418 -1.08092
C 0.91956 2.47287 -1.03910
O 1.00469 1.13035 -1.48448
C 1.51183 2.53720 0.39182
O 1.85515 3.80534 0.86982
C 0.62150 1.78429 1.42131
O 0.87312 0.39333 1.36037
C -0.87384 2.11152 1.33287
C -1.27562 3.42217 2.04283
O -0.80473 4.55193 1.37374
C 0.50837 -2.69993 0.05842
C -0.17171 -3.41622 0.99938
C 0.37069 -3.62474 2.25922
C 1.64943 -3.19598 2.57390
C 2.36878 -2.53156 1.59231
C 1.77368 -2.24675 0.35544
H 1.39032 -3.60692 -2.83843
H 1.93127 -1.91424 -2.51908
H 0.77143 -2.36229 -3.86424
H -1.95597 -3.67116 -3.07562
H -1.23788 -4.79310 -1.89521
H -2.45177 -3.62175 -1.40161
H -1.02950 -0.34730 -2.51132
H -1.56058 -0.66432 0.45545
H -2.57841 1.39069 -1.65960
H -3.12258 1.17385 -0.00505
H -0.64126 4.00160 -0.81552
H -1.01306 2.77491 -2.07439
H 1.54693 3.11875 -1.68680
H 1.94591 0.90434 -1.62877
H 2.46285 1.97269 0.31814
H 1.00831 4.26259 1.03286
H 0.96728 2.09715 2.41587
H 0.49462 -0.00171 0.57069
H -1.38783 1.25934 1.80071
H -2.36578 3.41538 2.14932
H -0.86245 3.51752 3.05432
H -1.27713 5.39346 1.69995
H -1.15545 -3.78348 0.72313
H -0.16540 -4.25435 2.98037
H 1.98927 -3.39883 3.55892
H 3.34477 -2.17766 1.81279
H 2.27726 -1.58595 -0.33360
*
```